w | Formula: C23H23HfN6O7S
Source: OMol25
Level of theory: ωB97M-V/def2-TZVPD

```
61
C23H23HfN6O7S | OMol25 | ωB97M-V/def2-TZVPD
Hf 1.10032 1.13252 0.85155
N -0.66572 0.05511 4.78223
C 0.05929 0.09808 3.65487
S 1.10452 1.48991 3.42668
N -0.07370 -0.93970 2.85949
N 0.65364 -0.86006 1.69907
C 0.65011 -1.87759 0.91179
C -0.14093 -3.10383 1.15709
C -1.52482 -3.00909 1.28511
C -2.27945 -4.15348 1.48171
C -1.65635 -5.39445 1.56941
C -0.27705 -5.48977 1.45715
C 0.47984 -4.34528 1.24447
C 1.46687 -1.72052 -0.33035
C 1.67340 -2.73621 -1.23793
C 2.45644 -2.48608 -2.35909
C 2.99168 -1.22749 -2.55425
C 2.71640 -0.24665 -1.61971
N 1.98827 -0.49547 -0.53276
H -0.55156 0.76302 5.48387
H -1.21133 -0.76707 4.98009
H -2.00201 -2.03717 1.23461
H -3.35579 -4.07854 1.57553
H -2.24750 -6.28674 1.73125
H 0.21196 -6.45257 1.53398
H 1.56036 -4.42046 1.17451
H 1.22178 -3.70493 -1.07896
H 2.63268 -3.27420 -3.08000
H 3.59067 -0.99138 -3.42250
H 3.06466 0.77258 -1.74773
N 0.11680 3.37997 1.16997
C 0.55543 4.12347 -0.03613
C 1.81319 3.46509 -0.58021
O 2.26618 3.71470 -1.65296
O 2.33546 2.54490 0.27762
H -0.87470 3.49633 1.34402
H 0.59719 3.75194 1.98112
H 0.78788 5.17217 0.14349
H -0.20448 4.08119 -0.81016
O 0.15798 1.30128 -1.03847
C -1.02906 1.22908 -0.54222
O -1.11585 0.97306 0.69317
C -2.22319 1.46348 -1.36605
C -3.48451 1.35724 -0.78484
C -4.61682 1.58864 -1.54845
C -4.48875 1.93091 -2.88808
C -3.22380 2.02090 -3.43499
C -2.07834 1.79222 -2.70842
N -3.09371 2.37598 -4.87072
O -2.02034 2.17471 -5.39384
O -4.09629 2.74137 -5.44129
H -3.56600 1.09386 0.26245
H -5.60101 1.50502 -1.10584
H -5.35175 2.12863 -3.50923
H -1.10446 1.86856 -3.17216
C 4.58913 0.88979 1.24185
O 3.28899 0.41641 1.65371
H 5.28344 0.05415 1.19716
H 4.94961 1.64501 1.93749
H 4.48281 1.34046 0.26356
H 3.31231 0.16697 2.58728
```

The HOMO energy comes out at -11.29 eV. As for the total charge: +1. The value obtained for the lowest unoccupied orbital energy is -3.7 eV. As for the HOMO-LUMO gap: 7.55 eV.

x | Formula: C23H23HfN6O7S
Source: OMol25
Level of theory: ωB97M-V/def2-TZVPD

```
61
C23H23HfN6O7S | OMol25 | ωB97M-V/def2-TZVPD
Hf -0.33025 -0.68335 0.14671
N 1.98195 -4.69137 0.38737
C 1.51147 -3.46251 0.13963
S -0.22421 -3.27911 0.21492
N 2.39920 -2.54698 -0.16177
N 1.88181 -1.31594 -0.40113
C 2.70402 -0.41163 -0.82237
C 4.15630 -0.63816 -1.00409
C 4.96731 -0.87025 0.10165
C 6.32943 -1.05544 -0.07015
C 6.88369 -1.02511 -1.34252
C 6.07562 -0.80458 -2.44836
C 4.71360 -0.60474 -2.27905
C 2.12338 0.91971 -1.08828
C 2.87897 1.99300 -1.53773
C 2.24797 3.20514 -1.77037
C 0.88631 3.32424 -1.54404
C 0.19881 2.22148 -1.07557
N 0.80195 1.04791 -0.85977
H 1.36604 -5.44271 0.63659
H 2.97589 -4.84517 0.34467
H 4.52830 -0.91214 1.09038
H 6.96085 -1.22965 0.79079
H 7.94721 -1.17498 -1.47185
H 6.50337 -0.78751 -3.44167
H 4.08337 -0.43181 -3.14418
H 3.94070 1.87484 -1.69364
H 2.82044 4.05307 -2.12200
H 0.36170 4.25375 -1.70944
H -0.86078 2.25987 -0.85800
N -0.27038 -1.32826 -2.22961
C -1.63845 -1.29387 -2.79413
C -2.60850 -0.92248 -1.68080
O -3.72963 -1.33750 -1.59276
O -2.03632 -0.08143 -0.81562
H 0.35410 -0.73414 -2.76274
H 0.10439 -2.26930 -2.27209
H -1.92024 -2.24398 -3.24025
H -1.71376 -0.52180 -3.56007
O -0.46222 0.92295 1.59707
C 0.25179 0.31699 2.47403
O 0.75697 -0.79390 2.14728
C 0.45620 0.90595 3.80945
C 1.19350 0.21858 4.76977
C 1.38345 0.77755 6.02241
C 0.84462 2.02151 6.31990
C 0.11780 2.68092 5.34458
C -0.09338 2.15107 4.08970
N -0.45605 4.00948 5.65384
O -1.08774 4.55844 4.77505
O -0.25249 4.45935 6.75935
H 1.60767 -0.74976 4.52358
H 1.95230 0.24786 6.77364
H 0.97868 2.48180 7.28772
H -0.66719 2.69280 3.35335
C -3.23074 -0.64555 1.80502
O -2.00770 -1.39864 1.56345
H -3.63189 -0.94454 2.77062
H -3.93850 -0.82391 0.99943
H -2.95219 0.40214 1.82523
H -2.21003 -2.34206 1.57199
```

The HOMO energy comes out at -11.37 eV. As for the total charge: +1. The value obtained for the lowest unoccupied orbital energy is -3.9 eV. As for the HOMO-LUMO gap: 7.49 eV.

Stability summary - winner: x; margin: 0.0186 hartree.

w | Formula: C2H5Br2OP
Source: OMol25
Level of theory: ωB97M-V/def2-TZVPD

```
11
C2H5Br2OP | OMol25 | ωB97M-V/def2-TZVPD
C 0.74760 -1.14819 -0.25418
C 0.56083 0.18736 0.46693
O -2.08963 -0.31875 0.23157
P -1.12787 0.73327 0.11537
Br -1.14252 1.34046 -2.03837
Br -1.72850 2.56860 1.26321
H -0.03785 -2.01432 -0.34676
H 1.18164 -0.88531 -1.29153
H 1.60684 -1.58830 0.18865
H 1.36652 0.88363 0.08869
H 0.66294 0.24156 1.57642
```

Its structure (SMILES) is CCP(=O)(Br)Br. The HOMO energy comes out at -10.59 eV. As for the total charge: 0. The value obtained for the lowest unoccupied orbital energy is -0.1 eV. As for the HOMO-LUMO gap: 10.49 eV.

x | Formula: C2H5Br2OP
Source: OMol25
Level of theory: ωB97M-V/def2-TZVPD

```
11
C2H5Br2OP | OMol25 | ωB97M-V/def2-TZVPD
C 0.75577 0.54843 0.65670
C -0.38943 -0.01779 0.99609
O 0.91061 -0.09962 -1.86612
P 0.10677 0.91426 -2.92526
Br 0.90721 0.24530 -4.89247
Br -2.00487 0.17491 -3.13844
H 1.01705 1.60228 0.42594
H 0.69501 -0.29487 -0.91581
H 1.69580 0.04098 0.77049
H -0.36417 -1.10711 1.23898
H -1.43617 0.43885 0.98097
```

Its structure (SMILES) is OP(Br)Br.C=C. The HOMO energy comes out at -9.31 eV. As for the total charge: 0. The value obtained for the lowest unoccupied orbital energy is 0.4 eV. As for the HOMO-LUMO gap: 9.73 eV.

Stability summary - winner: w; margin: 0.0521 hartree.

w | Formula: C25H27BrF3N7O3PtS
Source: OMol25
Level of theory: ωB97M-V/def2-TZVPD

```
68
C25H27BrF3N7O3PtS | OMol25 | ωB97M-V/def2-TZVPD
Pt 0.26093 -1.34920 1.00487
O -3.77337 2.11731 4.50795
C -2.85296 1.43869 3.82816
C -1.58196 1.93257 3.52652
C -0.71871 1.13373 2.81739
N -1.03461 -0.10554 2.40865
C -2.25444 -0.55090 2.69597
Br -2.68222 -2.28324 2.06440
C -3.19887 0.15786 3.39642
H -3.46121 2.99311 4.76912
H -1.27321 2.92196 3.83668
H 0.26990 1.48488 2.55353
H -4.17634 -0.24891 3.60873
N 0.72316 -3.26541 -0.21736
C 0.86522 -3.05444 -1.67189
C 2.13783 -2.26739 -1.99992
C 2.49664 -2.30658 -3.49053
C 1.80517 -1.31676 -4.42705
N 2.27266 0.06660 -4.25477
C 1.50517 1.15738 -4.19094
N 2.04197 2.34155 -4.51111
N 0.24846 1.10304 -3.78164
C -0.33342 -2.34129 -2.30068
O -0.95452 -2.84961 -3.18427
O -0.52078 -1.02757 -2.01651
H 1.55726 -3.73080 0.13208
H -0.05166 -3.89942 -0.03542
H 0.90054 -4.02125 -2.17692
H 2.96147 -2.71792 -1.43907
H 2.03578 -1.24013 -1.64055
H 2.28620 -3.30363 -3.88572
H 3.57528 -2.17366 -3.59921
H 0.72163 -1.33775 -4.34981
H 2.03823 -1.61359 -5.45125
H 3.23556 0.23348 -4.50632
H 2.88016 2.39970 -5.06390
H 1.52385 3.19269 -4.37580
H -0.13305 0.29044 -3.30377
H -0.34942 1.90888 -3.87172
F -3.43284 6.23182 -2.65495
C -4.08059 5.44322 -1.78309
F -5.29075 5.17828 -2.28703
F -4.25743 6.15434 -0.65586
C -3.30438 4.18315 -1.50768
C -3.97619 3.00152 -1.19822
C -3.27181 1.85726 -0.90823
C -1.85000 1.85462 -0.93198
C -1.19097 3.07957 -1.23444
C -1.90942 4.21764 -1.51437
C -1.13679 0.71049 -0.64646
C -0.56485 -0.45428 -0.66718
H -5.05785 2.98911 -1.19774
H -3.78337 0.93156 -0.67731
H -0.10808 3.10169 -1.21600
H -1.40300 5.14708 -1.73956
C 4.29444 -2.56482 5.87284
C 3.19362 -2.53527 4.86979
C 2.05019 -3.33085 4.98782
C 1.06942 -3.22936 4.02099
N 1.20123 -2.39074 2.99151
C 2.32874 -1.66705 2.97249
S 2.37253 -0.58359 1.58291
N 3.31892 -1.69062 3.83352
H 4.39721 -3.55129 6.32086
H 4.06930 -1.85668 6.67401
H 5.23108 -2.26210 5.41221
H 1.93733 -4.01419 5.81747
H 0.16199 -3.81936 4.05934
```

Its multiplicity is 5. The HOMO energy (spin up / spin down) comes out at -11.80 / -14.03 eV. As for the total charge: +2. The value obtained for the lowest unoccupied orbital energy (spin up / spin down) is -4.8 / -8.4 eV. As for the HOMO-LUMO gap (spin up / spin down): 7.02 / 5.67 eV.

x | Formula: C25H27BrF3N7O3PtS
Source: OMol25
Level of theory: ωB97M-V/def2-TZVPD

```
68
C25H27BrF3N7O3PtS | OMol25 | ωB97M-V/def2-TZVPD
Pt 0.03645 -0.52246 0.17372
O -1.91535 3.82756 4.42492
C -1.40385 2.96642 3.54755
C -0.15961 3.12265 2.93241
C 0.25852 2.16143 2.04085
N -0.47467 1.08289 1.73579
C -1.64966 0.94950 2.33809
Br -2.62085 -0.61454 1.89787
C -2.17416 1.84233 3.24046
H -1.31570 4.56336 4.60256
H 0.47286 3.97175 3.15348
H 1.22245 2.22499 1.55217
H -3.13489 1.68898 3.70863
N 0.41091 -2.58122 -1.16085
C 0.62502 -2.46226 -2.60200
C 2.10192 -2.13281 -2.87451
C 2.45911 -1.97631 -4.35825
C 2.46255 -0.54291 -4.89220
N 3.54547 0.25907 -4.31541
C 3.44457 1.20960 -3.39806
N 4.54034 1.86746 -3.01320
N 2.27457 1.53054 -2.85376
C -0.24179 -1.43140 -3.31526
O -0.60859 -1.58980 -4.43193
O -0.45124 -0.16258 -2.75239
H 1.20964 -3.03661 -0.72956
H -0.40821 -3.14452 -0.95647
H 0.38699 -3.39819 -3.11469
H 2.67190 -2.96655 -2.45760
H 2.38943 -1.25462 -2.28491
H 1.77615 -2.56067 -4.97845
H 3.45167 -2.39545 -4.52951
H 1.51492 -0.02618 -4.74294
H 2.62274 -0.55401 -5.96984
H 4.47302 0.06436 -4.65971
H 5.43270 1.69718 -3.44398
H 4.51050 2.53910 -2.26616
H 1.42807 1.01463 -3.04394
H 2.22062 2.27638 -2.18328
F -4.92467 6.26474 -2.89271
C -5.45953 5.05347 -3.08680
F -5.77826 4.94152 -4.37904
F -6.59292 4.98744 -2.37527
C -4.50615 3.96056 -2.65786
C -4.55058 2.72131 -3.29346
C -3.70131 1.71530 -2.89504
C -2.79832 1.93642 -1.82229
C -2.78652 3.19820 -1.17277
C -3.62248 4.19831 -1.60457
C -1.97748 0.91571 -1.37850
C -0.91653 0.05403 -1.44424
H -5.24052 2.55851 -4.10959
H -3.71417 0.75578 -3.39256
H -2.11075 3.36169 -0.34381
H -3.60430 5.16905 -1.12859
C 4.43172 -2.54540 4.20699
C 3.24597 -2.20674 3.36864
C 1.97058 -2.70618 3.66661
C 0.92724 -2.33144 2.85478
N 1.13225 -1.51635 1.81175
C 2.38711 -1.07698 1.60159
S 2.47729 -0.01448 0.21773
N 3.44084 -1.38947 2.32888
H 4.38815 -3.57628 4.55422
H 4.44327 -1.90187 5.08975
H 5.34837 -2.37444 3.64963
H 1.80998 -3.36642 4.50579
H -0.08784 -2.66821 3.02193
```

Its multiplicity is 5. The HOMO energy (spin up / spin down) comes out at -12.20 / -13.46 eV. As for the total charge: +2. The value obtained for the lowest unoccupied orbital energy (spin up / spin down) is -4.8 / -8.1 eV. As for the HOMO-LUMO gap (spin up / spin down): 7.41 / 5.41 eV.

Stability summary - winner: w; margin: 0.0064 hartree.